i:
# N2

An isolated molecule of N2 (wB97M-V/def2-TZVPD, the Open Molecules 2025 dataset).

Values from the calculation:
structure (SMILES)	N#N
total charge	0
HOMO	-14.11	eV
Kohn-Sham gap	14.070	eV

XYZ file:
```
2
Properties=species:S:1:pos:R:3:nbo_charge:R:1
N 0.0000 0.0000 0.6437 0.00
N 0.0000 0.0000 -0.6437 0.00
```


ii:
# N2

An isolated molecule of N2 (wB97M-V/def2-TZVPD, the Open Molecules 2025 dataset).

Values from the calculation:
structure (SMILES)	N#N
total charge	0
HOMO	-12.39	eV
Kohn-Sham gap	10.169	eV

XYZ file:
```
2
Properties=species:S:1:pos:R:3:nbo_charge:R:1
N 0.0000 0.0000 0.8076 0.00
N 0.0000 0.0000 -0.8076 0.00
```


Energy ordering: i at the bottom, the next structure 0.2118 hartree above.


i:
# C4H9NOS2

An isolated molecule of C4H9NOS2 (wB97M-V/def2-TZVPD, the Open Molecules 2025 dataset).

Values from the calculation:
structure (SMILES)	CN[C@H](C=O)CSS
total charge	0
HOMO	-8.36	eV
Kohn-Sham gap	8.739	eV

XYZ file:
```
17
Properties=species:S:1:pos:R:3:nbo_charge:R:1
S -0.8047 3.5664 1.2569 -0.09
S -0.8921 1.6062 1.7112 -0.02
C -1.2408 0.2000 0.4307 -0.51
C -0.0771 -0.8841 0.3637 -0.18
C -0.5618 -2.3643 0.6862 0.44
O -0.5148 -3.1011 -0.2420 -0.50
N 0.3225 -0.5736 -1.0332 -0.65
C 1.4901 0.3918 -1.1866 -0.42
H 0.0261 3.3740 0.2372 0.12
H -1.4513 0.4255 -0.6697 0.27
H -2.1687 -0.1036 0.9058 0.22
H 0.8374 -0.5520 1.1116 0.21
H -0.8593 -2.6008 1.7256 0.14
H 0.4844 -1.4144 -1.4861 0.38
H 2.4813 0.0509 -0.7210 0.18
H 1.7024 0.6349 -2.2885 0.21
H 1.2263 1.3440 -0.8019 0.19
```


ii:
# C4H9NOS2

A cluster of 2 separate species, C4H9NOS2 in total (wB97M-V/def2-TZVPD, the Open Molecules 2025 dataset).

Values from the calculation:
total charge	0
HOMO (alpha / beta)	-7.23 / -7.19	eV
Kohn-Sham gap (alpha / beta)	6.217 / 6.108	eV

XYZ file:
```
17
Properties=species:S:1:pos:R:3:nbo_charge:R:1
C 2.2882 -0.7018 -0.3083 -0.27
C 1.2860 0.1270 -1.0199 -0.61
C 0.6137 -0.3750 1.3057 -0.04
C -2.8431 0.7971 0.6810 -0.71
N 1.6926 -1.0262 0.9498 -0.49
O 1.7222 1.9550 0.7522 -0.99
S -1.8564 -0.0037 -0.6352 -0.43
S 0.5448 1.1911 0.3186 1.29
H 2.2935 -1.7353 -0.8166 0.24
H 3.2115 -0.1149 -0.0624 0.25
H 1.7313 0.8769 -1.7668 0.25
H 0.4462 -0.3481 -1.4818 0.27
H 0.1681 -0.4572 2.3350 0.25
H -3.0288 1.8037 0.3374 0.20
H -2.0508 0.9004 1.4243 0.19
H -3.7070 0.3399 0.9485 0.20
H 2.2276 -1.5194 1.6046 0.41
```


iii:
# C4H9NOS2

A structure of composition C4H9NOS2 (wB97M-V/def2-TZVPD, the Open Molecules 2025 dataset).

Values from the calculation:
total charge	0
HOMO	-8.33	eV
Kohn-Sham gap	5.967	eV

XYZ file:
```
17
Properties=species:S:1:pos:R:3:nbo_charge:R:1
C -1.6849 0.2938 -1.2582 -0.43
C -0.5874 -0.0112 0.9838 0.05
C 0.7810 0.4789 0.7037 -0.05
C 1.6789 -0.4775 -0.0542 -0.61
H -1.9395 1.3962 -1.3742 0.19
H -0.8279 0.3473 -1.9080 0.23
H -2.4318 -0.2035 -1.8192 0.21
H -2.4729 -0.6967 0.4908 0.42
H 1.1643 0.7307 1.7451 0.24
H 0.2745 2.3354 0.3082 0.47
H 2.0605 0.4115 -0.9687 0.27
H 0.9808 -1.1426 -0.6762 0.24
H 1.5368 -3.0781 0.4155 0.08
N -1.6535 -0.2444 0.0670 -0.60
O 0.7692 1.6260 -0.2230 -0.74
S -0.5324 -0.5148 2.5044 -0.06
S 2.8842 -1.2510 1.0633 0.10
```


Energy ordering: i at the bottom, the next structure 0.0578 hartree above.


i:
# C34H26BrN6O2SSr

A structure of composition C34H26BrN6O2SSr (wB97M-V/def2-TZVPD, the Open Molecules 2025 dataset).

Values from the calculation:
total charge	-1
HOMO	-4.08	eV
Kohn-Sham gap	6.232	eV

XYZ file:
```
71
Properties=species:S:1:pos:R:3:lowdin_charge:R:1
Sr 1.0353 0.7281 -0.0835 1.37
C -3.7354 0.8098 -1.1978 -0.03
C -2.2587 0.5477 -1.2077 -0.31
N -1.5622 0.3500 -0.1460 -0.04
N -2.2025 0.4491 1.0536 0.06
C -1.3619 0.4826 2.0794 -0.48
O -0.0967 0.4486 2.0616 -0.26
C -2.0251 0.5349 3.4268 -0.14
C -1.2304 0.5209 4.5675 -0.02
C -1.8088 0.5363 5.8280 -0.09
C -3.1893 0.5663 5.9604 -0.11
C -3.9887 0.5900 4.8246 -0.10
C -3.4105 0.5760 3.5655 -0.03
C -1.5359 0.4485 -2.4984 -0.23
C -2.2009 0.6419 -3.7091 -0.02
C -1.4945 0.5457 -4.8958 -0.07
C -0.1432 0.2527 -4.8551 -0.06
C 0.4444 0.0791 -3.6104 -0.12
N -0.2204 0.1766 -2.4687 0.05
H -4.1002 0.7304 -0.1792 0.06
H -4.2603 0.0936 -1.8343 0.08
H -3.9574 1.8120 -1.5745 0.08
H -0.1559 0.4950 4.4461 0.11
H -1.1783 0.5257 6.7086 0.10
H -3.6418 0.5728 6.9446 0.09
H -5.0671 0.6233 4.9221 0.09
H -4.0188 0.6019 2.6727 0.10
H -3.2562 0.8717 -3.7188 0.10
H -1.9986 0.6994 -5.8418 0.10
H 0.4500 0.1654 -5.7545 0.10
H 1.5017 -0.1516 -3.5223 0.12
C 5.8240 -0.2247 -0.9606 -0.13
C 5.9806 -1.5713 -1.2599 -0.13
C 4.8886 -2.4143 -1.1396 -0.08
C 3.6423 -1.9129 -0.7403 -0.25
C 3.4196 -0.5452 -0.4890 -0.17
C 4.5717 0.2556 -0.5932 -0.18
C 2.5205 -2.8734 -0.5544 -0.23
C 2.8093 -4.2383 -0.2336 -0.01
C 1.8050 -5.1341 -0.0692 -0.02
C 0.4650 -4.7062 -0.2142 -0.17
C -0.6433 -5.5683 -0.0665 -0.05
C -1.9174 -5.0909 -0.2011 -0.10
C -2.1272 -3.7269 -0.4884 -0.08
C -1.0690 -2.8736 -0.6356 -0.01
C 0.2586 -3.3380 -0.4996 -0.20
N 1.2795 -2.4459 -0.6561 0.15
H 6.6745 0.4473 -1.0245 0.09
H 6.9394 -1.9610 -1.5816 0.09
H 5.0169 -3.4634 -1.3850 0.09
H 4.4969 1.3223 -0.3810 0.06
H 3.8373 -4.5372 -0.0932 0.10
H 2.0111 -6.1689 0.1825 0.11
H -0.4627 -6.6136 0.1593 0.11
H -2.7648 -5.7542 -0.0815 0.09
H -3.1375 -3.3488 -0.5875 0.10
H -1.2147 -1.8254 -0.8439 0.07
Br 0.4834 7.6650 0.4155 0.66
C 0.4416 5.7935 0.0252 -0.73
C -0.8067 5.2041 -0.2646 -0.18
C -0.7460 3.8937 -0.6833 -0.22
N 0.3391 3.1345 -0.8032 -0.09
C 1.5577 3.6492 -0.2528 -0.43
C 1.5991 5.1080 -0.0023 -0.16
H -1.7348 5.7483 -0.2085 0.07
H -1.6688 3.4103 -1.0051 0.10
H 2.3846 3.3426 -0.9006 0.10
H 2.5508 5.5848 0.1879 0.09
O -0.0133 3.6983 2.4566 -0.45
S 1.1890 2.8903 2.3919 0.86
N 1.9884 2.8642 1.1172 -0.39
```


ii:
# C34H26BrN6O2SSr

A structure of composition C34H26BrN6O2SSr (wB97M-V/def2-TZVPD, the Open Molecules 2025 dataset).

Values from the calculation:
total charge	-1
HOMO	-4.49	eV
Kohn-Sham gap	6.872	eV

XYZ file:
```
71
Properties=species:S:1:pos:R:3:lowdin_charge:R:1
Sr 0.5798 0.9106 0.7898 1.45
C -2.3580 3.5947 1.4449 -0.02
C -1.5142 2.3997 1.7635 -0.31
N -1.6771 1.2254 1.2871 -0.12
N -2.6867 0.9649 0.3703 0.05
C -2.1944 0.2759 -0.6624 -0.51
O -0.9888 -0.0394 -0.8728 -0.18
C -3.2106 -0.0586 -1.7267 -0.15
C -2.9610 -1.1544 -2.5450 -0.04
C -3.8500 -1.5035 -3.5543 -0.11
C -4.9918 -0.7411 -3.7688 -0.11
C -5.2452 0.3622 -2.9550 -0.10
C -4.3615 0.6974 -1.9332 -0.04
C -0.2063 2.6334 2.5492 -0.53
C -0.2486 3.6549 3.6516 -0.03
C 0.9049 3.7893 4.2979 -0.11
C 1.9995 2.8778 3.8622 -0.27
C 1.4690 1.5176 3.6654 -0.18
N 0.3371 1.3543 3.0820 -0.05
H -3.0434 3.3519 0.6382 0.06
H -1.7164 4.4327 1.1619 0.09
H -2.9427 3.8945 2.3196 0.08
H -2.0544 -1.7236 -2.3758 0.12
H -3.6447 -2.3641 -4.1836 0.09
H -5.6757 -0.9981 -4.5712 0.09
H -6.1353 0.9624 -3.1169 0.09
H -4.5489 1.5436 -1.2827 0.10
H -1.1353 4.2434 3.8446 0.11
H 1.0831 4.5370 5.0578 0.11
H 2.9633 2.9697 4.3441 0.10
H 2.0291 0.6303 3.9679 0.13
C 5.3007 0.7414 0.4355 -0.12
C 5.7052 -0.4893 0.9512 -0.12
C 4.7665 -1.5102 1.0793 -0.08
C 3.4343 -1.2830 0.7137 -0.25
C 2.9585 -0.0486 0.2494 -0.20
C 3.9568 0.9374 0.1123 -0.19
C 2.4405 -2.4061 0.7720 -0.22
C 2.8452 -3.7540 0.5160 -0.01
C 1.9285 -4.7554 0.5203 -0.02
C 0.5641 -4.4620 0.7664 -0.17
C -0.4614 -5.4414 0.7758 -0.05
C -1.7585 -5.0827 1.0083 -0.10
C -2.0883 -3.7220 1.2347 -0.08
C -1.1185 -2.7632 1.2303 0.00
C 0.2402 -3.1161 1.0006 -0.20
N 1.1766 -2.1183 1.0109 0.15
H 6.0261 1.5419 0.3035 0.09
H 6.7331 -0.6511 1.2525 0.08
H 5.0760 -2.4664 1.4977 0.09
H 3.6764 1.9225 -0.2703 0.06
H 3.8851 -3.9570 0.2915 0.10
H 2.2235 -5.7823 0.3180 0.11
H -0.1982 -6.4785 0.5896 0.10
H -2.5398 -5.8333 1.0118 0.09
H -3.1219 -3.4422 1.4058 0.10
H -1.3527 -1.7136 1.3771 0.10
Br -1.2673 -0.4008 -5.9909 0.73
C -0.4611 0.4292 -4.4877 -0.68
C -1.0060 1.5869 -3.9645 -0.11
C -0.3290 2.1886 -2.9147 -0.14
N 0.8029 1.7098 -2.3924 0.06
C 1.2738 0.5623 -2.8842 -0.14
C 0.6810 -0.1171 -3.9400 -0.10
H -1.9208 2.0078 -4.3549 0.10
H -0.7122 3.1105 -2.4822 0.12
H 2.1698 0.1717 -2.4080 0.10
H 1.1066 -1.0360 -4.3192 0.10
O 2.3784 5.0233 2.0793 -0.52
S 2.2316 3.5648 1.9031 0.84
N 0.7794 3.0914 1.4528 -0.44
```


Energy ordering: i at the bottom, the next structure 0.0567 hartree above.